Version one
The following is a DFT calculation (ωB97M-V/def2-TZVPD) of the molecule C4H6N2O.

```
! RIJCOSX wB97M-V def2-TZVPD def2/J DEFGRID3
* xyz 0 1
H -0.990 1.272 0.552
H 3.068 -0.844 0.579
N 1.612 2.056 0.799
H -2.580 0.497 0.417
H -1.753 1.090 -1.039
C -0.945 -0.745 -0.268
O 0.332 -0.641 -0.930
H -1.538 -1.366 -0.943
H -0.813 -1.302 0.670
C 1.506 0.996 0.350
N 2.298 -1.245 0.044
C -1.603 0.610 -0.067
C 1.406 -0.376 -0.166
*
```

The gap between HOMO and LUMO comes out at 11.5193 eV. The HOMO energy is -11.316 eV.

=====

Version two
The following is a DFT calculation (ωB97M-V/def2-TZVPD) of C4H6N2O as an isolated structure.

```
! RIJCOSX wB97M-V def2-TZVPD def2/J DEFGRID3
* xyz 0 1
O -2.943 -0.027 -0.083
C -0.847 -1.370 0.043
H 2.011 -1.675 0.097
C 1.689 -0.633 0.105
C -1.772 -0.275 -0.145
H 1.962 -0.189 1.069
H -1.140 2.427 -0.028
N -0.329 1.834 0.152
N -0.568 0.584 -0.409
H 2.227 -0.037 -0.638
C 0.205 -0.504 -0.103
H -0.945 -2.423 0.265
H 0.451 2.287 -0.324
*
```

The gap between HOMO and LUMO comes out at 8.4489 eV. The HOMO energy is -7.745 eV.

=====

Version three
The following is a DFT calculation (ωB97M-V/def2-TZVPD) of the molecule C4H6N2O.

```
! RIJCOSX wB97M-V def2-TZVPD def2/J DEFGRID3
* xyz 0 1
C 0.254 0.781 -0.092
C 0.127 -0.081 1.150
O -0.632 -0.139 -0.780
H -0.119 1.807 -0.167
C -2.016 0.058 -0.512
N 1.606 0.665 -0.653
H -2.235 1.125 -0.389
H -2.367 -0.468 0.385
H 3.107 -0.708 -0.121
H 1.443 -1.631 1.545
C 2.111 -0.292 0.008
N 1.255 -0.792 1.019
H -2.534 -0.324 -1.394
*
```

The gap between HOMO and LUMO comes out at 9.5090 eV. The HOMO energy is -8.961 eV.

=====

Version four
The following is a DFT calculation (ωB97M-V/def2-TZVPD) of the molecule C4H6N2O.

```
! RIJCOSX wB97M-V def2-TZVPD def2/J DEFGRID3
* xyz 0 1
H -1.966 1.380 0.150
C 1.720 1.471 -0.264
H 1.472 -2.450 0.037
C 0.592 1.439 0.472
O -0.765 -1.977 0.139
C -0.206 0.357 0.044
H 0.241 2.361 0.933
N -1.579 0.512 -0.190
N 1.445 -1.441 -0.094
H -1.569 -1.484 0.364
H 2.318 0.603 -0.514
C 0.238 -1.070 0.010
H -1.925 0.337 -1.126
*
```

The gap between HOMO and LUMO (spin up / spin down) comes out at 8.1321 / 7.4986 eV. The HOMO energy (spin up / spin down) is -8.375 / -7.564 eV.

=====

Most stable: version one. Least stable: version four.

=====

Version one
The following is a DFT calculation (ωB97M-V/def2-TZVPD) of the molecule C4H6N2O.

```
! RIJCOSX wB97M-V def2-TZVPD def2/J DEFGRID3
* xyz 0 1
H -0.889 -0.347 -1.699
C -0.688 -0.268 -0.638
H 0.769 -1.799 -0.984
N -0.490 1.113 -0.228
H 2.432 -0.222 0.182
H 0.347 -1.667 0.736
H -2.609 0.586 0.059
N 1.464 -0.033 -0.018
O 1.407 2.161 0.724
C 0.864 1.181 0.278
H -1.520 0.059 1.416
C 0.502 -1.096 -0.192
C -1.590 0.333 0.364
*
```

The gap between HOMO and LUMO comes out at 10.5131 eV. The HOMO energy is -9.634 eV.

=====

Version two
The following is a DFT calculation (ωB97M-V/def2-TZVPD) of a 2-piece molecular cluster, C4H6N2O overall.

```
! RIJCOSX wB97M-V def2-TZVPD def2/J DEFGRID3
* xyz 0 1
C 0.481 0.270 0.718
C 1.447 -0.453 0.057
C 0.504 1.535 0.090
H 1.794 -1.470 0.178
H 2.701 0.179 -1.537
H -3.568 -1.254 -0.209
O -1.854 -1.953 0.603
C -2.518 -1.083 0.100
H -0.102 2.407 0.305
H -0.150 -0.080 1.521
H -2.115 -0.067 -0.075
N 1.969 0.377 -0.875
N 1.409 1.593 -0.877
*
```

The gap between HOMO and LUMO comes out at 10.2653 eV. The HOMO energy is -9.403 eV.

=====

Most stable: version one. Least stable: version two.

=====

Version one
The following is a DFT calculation (ωB97M-V/def2-TZVPD) of the molecule C4H6N2O.

```
! RIJCOSX wB97M-V def2-TZVPD def2/J DEFGRID3
* xyz 0 1
H 0.189 2.074 -0.441
C -2.277 0.155 0.555
N -0.162 -0.071 -0.319
O -1.481 -0.183 -0.609
H 0.249 -2.136 -0.126
C 0.633 -1.103 -0.002
H 2.653 1.351 0.478
H -3.284 -0.161 0.208
H -1.985 -0.356 1.494
N 1.818 -0.702 0.244
C 0.600 1.103 -0.211
H -2.225 1.256 0.742
C 1.820 0.653 0.165
*
```

The gap between HOMO and LUMO comes out at 10.0113 eV. The HOMO energy is -9.134 eV.

=====

Version two
The following is a DFT calculation (ωB97M-V/def2-TZVPD) of the molecule C4H6N2O.

```
! RIJCOSX wB97M-V def2-TZVPD def2/J DEFGRID3
* xyz 0 1
H -2.307 2.478 -0.018
N -0.886 -0.796 0.303
O -1.398 2.560 0.304
H 1.381 -2.376 -0.011
H 1.309 1.581 0.211
N -1.723 0.260 0.420
C 0.410 -0.436 0.170
C 1.402 -1.369 -0.434
H 1.137 -1.443 -1.496
H 2.416 -0.970 -0.375
H -1.269 -1.726 0.281
C -0.915 1.300 0.368
C 0.445 0.937 0.277
*
```

The gap between HOMO and LUMO comes out at 9.6940 eV. The HOMO energy is -8.758 eV.

=====

Most stable: version two. Least stable: version one.

=====

Version one
The following is a DFT calculation (ωB97M-V/def2-TZVPD) of the molecule C4H6N2O.

```
! RIJCOSX wB97M-V def2-TZVPD def2/J DEFGRID3
* xyz 0 1
C 0.584 0.754 0.295
H 0.195 -2.308 0.788
H -1.695 0.084 -1.242
N -0.268 -1.736 0.084
C 0.705 -0.764 -0.445
O -0.491 1.450 -0.208
C -1.472 0.407 -0.216
H 1.721 -0.998 -0.145
H -2.385 0.743 0.283
H 0.552 -0.581 -1.507
N 1.654 1.234 0.763
H 1.569 2.243 0.875
C -0.669 -0.529 0.674
*
```

The gap between HOMO and LUMO comes out at 8.8561 eV. The HOMO energy is -8.524 eV.

=====

Version two
The following is a DFT calculation (ωB97M-V/def2-TZVPD) of the molecule C4H6N2O.

```
! RIJCOSX wB97M-V def2-TZVPD def2/J DEFGRID3
* xyz 0 1
C -0.257 -0.400 0.362
H -1.797 -1.787 1.024
H -0.141 -2.418 1.126
O 0.440 1.211 -2.575
H 0.022 0.521 -3.114
C 0.289 0.751 -1.324
C 0.407 0.677 0.858
H -0.699 -1.172 2.260
C -0.756 -1.516 1.223
H 1.191 2.355 -0.398
N 0.788 1.434 -0.273
N -0.335 -0.351 -1.015
H 0.849 0.696 1.845
*
```

The gap between HOMO and LUMO comes out at 9.0530 eV. The HOMO energy is -8.226 eV.

=====

Version three
The following is a DFT calculation (ωB97M-V/def2-TZVPD) of the molecule C4H6N2O.

```
! RIJCOSX wB97M-V def2-TZVPD def2/J DEFGRID3
* xyz 0 1
C 2.995 1.986 0.510
H -0.710 -1.097 0.692
C -2.124 0.234 -0.299
H -2.274 0.869 0.579
H -2.158 0.864 -1.193
H -2.943 -0.489 -0.351
H -0.627 -1.154 -1.074
C -0.802 -0.495 -0.218
N 2.343 1.137 0.016
H 2.816 -1.252 -0.074
C 1.467 0.058 -0.133
N 1.807 -1.158 -0.147
O 0.223 0.511 -0.200
*
```

The gap between HOMO and LUMO comes out at 11.6229 eV. The HOMO energy is -10.831 eV.

=====

Most stable: version two. Least stable: version one.

=====

Version one
The following is a DFT calculation (ωB97M-V/def2-TZVPD) of the molecule C5H6N2.

```
! RIJCOSX wB97M-V def2-TZVPD def2/J DEFGRID3
* xyz 0 1
C -1.349 -1.106 -1.255
H 2.330 2.062 -0.058
H -2.143 -0.333 -1.314
H -1.758 -2.146 -1.488
H -0.230 1.813 -0.467
H 2.193 0.361 0.695
N -0.914 -1.087 0.092
C 1.793 1.185 0.229
C -0.144 -0.147 0.531
H -0.439 -1.083 -2.047
N 0.096 -0.369 3.109
C 0.107 -0.272 1.959
C 0.458 1.121 0.015
*
```

The gap between HOMO and LUMO comes out at 10.0739 eV. The HOMO energy is -10.241 eV.

=====

Version two
The following is a DFT calculation (ωB97M-V/def2-TZVPD) of C5H6N2 as an isolated structure.

```
! RIJCOSX wB97M-V def2-TZVPD def2/J DEFGRID3
* xyz 0 1
H 1.281 -2.032 1.404
H 1.967 -0.722 0.437
C -0.592 0.123 1.042
C 1.239 -1.529 0.439
H -0.887 -1.796 0.113
H 1.508 -2.243 -0.338
N -0.907 1.308 1.096
H -1.312 2.937 -0.093
C -0.252 -0.038 -0.949
H -0.511 1.711 -2.113
C -0.159 -0.979 0.158
N -0.848 2.038 -0.038
C -0.524 1.222 -1.157
*
```

The gap between HOMO and LUMO (spin up / spin down) comes out at 8.6173 / 8.6112 eV. The HOMO energy (spin up / spin down) is -8.150 / -8.146 eV.

=====

Most stable: version one. Least stable: version two.

=====

Version one
The following is a DFT calculation (ωB97M-V/def2-TZVPD) of the molecule C5H6N2.

```
! RIJCOSX wB97M-V def2-TZVPD def2/J DEFGRID3
* xyz 0 1
C -0.602 -0.195 1.455
H 0.790 -1.662 0.707
H -1.074 -0.866 2.277
H -0.887 1.443 0.300
C 2.096 1.451 -3.429
N 1.653 1.043 -2.449
C 1.238 0.478 -1.353
H -0.660 -1.670 -0.220
H 0.272 0.271 1.932
N -1.489 0.754 0.792
C 0.836 -0.259 -0.539
H -2.183 0.251 0.238
C 0.011 -1.039 0.287
*
```

The gap between HOMO and LUMO comes out at 10.0781 eV. The HOMO energy is -9.371 eV.

=====

Version two
The following is a DFT calculation (ωB97M-V/def2-TZVPD) of C5H6N2 as an isolated structure.

```
! RIJCOSX wB97M-V def2-TZVPD def2/J DEFGRID3
* xyz 0 1
H 1.992 0.702 -1.069
H 0.179 -0.932 -1.915
N -0.622 0.916 -0.952
C 1.183 0.625 1.001
H 0.254 0.946 1.501
C -0.938 -0.915 0.097
C 0.086 -0.414 -0.951
C 1.325 0.235 -0.356
H -1.930 1.191 0.696
C -1.282 0.553 0.095
N 2.192 -0.054 1.252
H -1.761 -1.474 -0.360
H -0.572 -1.445 0.980
*
```

The gap between HOMO and LUMO comes out at 9.7426 eV. The HOMO energy is -9.014 eV.

=====

Version three
The following is a DFT calculation (ωB97M-V/def2-TZVPD) of C5H6N2 as an isolated structure.

```
! RIJCOSX wB97M-V def2-TZVPD def2/J DEFGRID3
* xyz 0 1
H -2.106 -1.306 0.653
C 1.807 -0.308 0.908
N -0.619 0.201 0.971
C 0.272 0.521 -1.042
H -0.477 -1.742 -0.066
H 0.635 -0.333 -1.623
N 2.616 -1.027 1.316
C -1.160 -0.955 0.252
H -1.942 1.037 -0.502
C 0.725 0.551 0.435
C -1.121 0.340 -0.435
H 0.462 1.436 -1.605
H 0.909 1.585 0.737
*
```

The gap between HOMO and LUMO comes out at 10.7833 eV. The HOMO energy is -9.903 eV.

=====

Version four
The following is a DFT calculation (ωB97M-V/def2-TZVPD) of the molecule C5H6N2.

```
! RIJCOSX wB97M-V def2-TZVPD def2/J DEFGRID3
* xyz 0 1
C 0.920 -0.762 -0.542
C -1.091 -0.591 1.122
H -1.266 -1.388 -0.845
C -0.603 -0.766 -0.264
H -0.443 -0.374 1.981
N -1.611 1.573 -0.376
H 3.102 1.493 -0.057
C -1.241 0.495 0.117
H -1.977 -1.128 1.249
N 2.556 0.805 0.494
H -1.386 1.707 -1.359
H 1.296 -1.190 -1.428
C 1.746 0.127 -0.093
*
```

The gap between HOMO and LUMO comes out at 8.9881 eV. The HOMO energy is -8.209 eV.

=====

Most stable: version three. Least stable: version two.

=====

Version one
The following is a DFT calculation (ωB97M-V/def2-TZVPD) of the molecule C4H7NO3.

```
! RIJCOSX wB97M-V def2-TZVPD def2/J DEFGRID3
* xyz 0 1
O 0.624 0.033 -2.575
N -0.046 0.792 1.718
C 1.172 -0.189 -0.158
C 0.080 -0.270 0.834
H 0.124 0.649 2.701
H -1.752 0.472 -1.989
H 0.019 1.713 1.310
C 0.751 -0.146 -1.410
O -1.643 0.698 -1.056
H -2.091 -0.503 0.503
H -1.429 -1.400 -0.860
C -1.367 -0.454 -0.313
O 2.489 -0.312 0.286
H 3.074 0.151 -0.324
H -0.004 -1.234 1.333
*
```

The gap between HOMO and LUMO comes out at 8.8697 eV. The HOMO energy is -8.264 eV.

=====

Version two
The following is a DFT calculation (ωB97M-V/def2-TZVPD) of a 2-piece molecular cluster, C4H7NO3 overall.

```
! RIJCOSX wB97M-V def2-TZVPD def2/J DEFGRID3
* xyz 0 1
H -1.042 -0.848 -1.326
N -1.684 0.974 2.776
O -2.035 0.406 3.755
O -1.447 1.259 0.137
C -1.725 0.117 0.787
H -0.090 0.393 -1.978
H 1.128 1.663 0.776
C -0.387 0.240 0.195
H 0.673 0.733 2.028
H -2.586 -0.368 0.531
C 0.919 0.654 0.952
H 1.761 0.002 0.794
O -1.244 2.049 2.570
C -0.206 -0.298 -1.161
H 0.741 -0.801 -1.023
*
```

The gap between HOMO and LUMO (spin up / spin down) comes out at 9.2862 / 9.2851 eV. The HOMO energy (spin up / spin down) is -9.016 / -9.016 eV.

=====

Version three
The following is a DFT calculation (ωB97M-V/def2-TZVPD) of C4H7NO3 as an isolated structure.

```
! RIJCOSX wB97M-V def2-TZVPD def2/J DEFGRID3
* xyz 0 1
H -0.782 2.136 0.747
O 2.375 0.749 -0.275
H -2.367 1.295 -0.448
C -1.318 -0.270 -0.009
O 1.678 -1.107 0.521
H 1.190 -0.566 -1.444
N 0.076 1.706 0.403
O -2.482 0.462 0.026
H -2.314 -2.111 -0.008
C 1.221 -0.220 -0.400
H -0.459 -2.178 0.116
C -0.056 0.497 0.031
C -1.363 -1.602 0.009
H 1.992 1.535 0.179
H 2.609 -0.324 0.553
*
```

The gap between HOMO and LUMO comes out at 9.9575 eV. The HOMO energy is -9.756 eV.

=====

Version four
The following is a DFT calculation (ωB97M-V/def2-TZVPD) of a 2-piece molecular cluster, C4H7NO3 overall.

```
! RIJCOSX wB97M-V def2-TZVPD def2/J DEFGRID3
* xyz 0 1
H -0.527 -1.646 0.084
C 0.745 -0.554 -1.258
H 0.496 1.136 2.864
H 1.532 0.052 -1.205
O -1.169 1.640 1.609
C -0.198 1.106 1.835
C -0.761 0.208 -1.383
C -0.230 -0.561 -0.126
O -1.143 1.463 -1.040
H 1.757 -1.758 0.310
H 1.023 -1.417 -1.891
H -1.656 1.520 -0.287
O 1.237 -0.801 1.685
H -1.425 -0.533 -2.143
N 0.318 0.146 0.949
*
```

The gap between HOMO and LUMO comes out at 7.4069 eV. The HOMO energy is -9.169 eV.

=====

Most stable: version three. Least stable: version four.

=====

Version one
The following is a DFT calculation (ωB97M-V/def2-TZVPD) of a 2-piece molecular cluster, C4H7NO3 overall.

```
! RIJCOSX wB97M-V def2-TZVPD def2/J DEFGRID3
* xyz 0 1
H -5.098 -2.256 -0.333
C -0.196 0.701 -0.149
H -1.011 0.832 1.850
O -0.891 0.386 -2.802
H 0.114 -0.480 1.717
C -1.528 -0.025 -1.903
C -0.048 0.626 1.344
H 0.913 1.175 1.716
H 0.292 1.404 -1.997
O -1.338 0.126 -0.612
O -4.350 -0.589 -1.160
H 1.588 1.867 -0.730
H -2.314 -0.805 -1.938
N -4.588 -1.311 -0.170
C 0.683 1.373 -1.011
*
```

The gap between HOMO and LUMO comes out at 7.8868 eV. The HOMO energy is -8.935 eV.

=====

Version two
The following is a DFT calculation (ωB97M-V/def2-TZVPD) of the molecule C4H7NO3.

```
! RIJCOSX wB97M-V def2-TZVPD def2/J DEFGRID3
* xyz 0 1
N -1.127 -0.618 0.984
H -0.733 -0.941 1.851
H -2.026 -0.173 1.125
C 0.282 1.418 0.682
O -0.565 -1.046 -2.513
H 1.117 -2.112 -2.194
H -0.350 2.920 1.662
C 0.793 -0.762 -0.516
C 0.386 -1.345 -1.849
O 1.423 1.792 0.661
H 0.960 -1.635 0.109
C -0.281 0.142 0.075
H -0.925 0.505 -0.720
O -0.708 2.109 1.279
H 1.754 -0.254 -0.636
*
```

The gap between HOMO and LUMO comes out at 10.1160 eV. The HOMO energy is -9.480 eV.

=====

Most stable: version two. Least stable: version one.